(1)
Molecular formula: CH2ClNOS2
Method: DFT, the ωB97M-V functional and the def2-TZVPD basis

The geometry in XYZ format:
```
8
Properties=species:S:1:pos:R:3:forces:R:3
O 1.16482 0.05856 0.29884 -0.8 1.0 -0.2
C 0.30688 -0.26498 -0.48711 -0.8 -2.2 -1.2
S 0.29897 -1.97314 -1.20815 1.7 1.1 1.7
N -0.86780 0.29318 -0.93506 0.4 0.5 0.6
S -1.75876 1.51212 -1.18884 0.4 0.0 0.1
H 1.41486 -2.15026 -0.37337 -1.0 -0.4 -1.1
Cl -0.75833 1.46100 2.34335 0.1 0.0 -0.1
H 0.19935 1.06351 1.55033 -0.1 0.1 0.3
```
Positions in Å, forces in eV/Å.

Summary:
E_LUMO (alpha / beta) (eV): -2.229 / -2.589
SMILES: O=C(S)N=S.Cl
HOMO-LUMO gap (alpha / beta) (eV): 7.09 / 6.98
Energy (hartree): -1425.78644
F_max (eV/Å): 2.621
HOMO energy (alpha / beta) (eV): -9.318 / -9.568

***

(2)
Molecular formula: C2BrO4
Method: DFT, the ωB97M-V functional and the def2-TZVPD basis

The geometry in XYZ format:
```
7
Properties=species:S:1:pos:R:3:forces:R:3
C 1.77438 -0.56973 0.24100 1.8 0.8 -3.5
C -1.12271 0.57670 -0.24548 1.4 -2.1 -0.2
O 1.74959 -0.75803 1.35601 -0.7 -0.8 3.9
O 2.19521 -0.39935 -0.83689 -0.3 -0.1 -0.3
O -1.27100 1.69620 -0.55093 -0.2 2.2 -0.3
O -0.25111 -0.28430 -0.18838 -1.8 0.4 0.2
Br -3.07436 -0.26148 0.22467 -0.4 -0.4 0.2
```
Positions in Å, forces in eV/Å.

Summary:
Charge: -1
E_LUMO (eV): 3.602
HOMO-LUMO gap (eV): 8.77
Energy (hartree): -2951.33133
F_max (eV/Å): 4.048
HOMO energy (eV): -5.171

***

(3)
Molecular formula: C3H8OSi2
Method: DFT, the ωB97M-V functional and the def2-TZVPD basis

The geometry in XYZ format:
```
14
Properties=species:S:1:pos:R:3:forces:R:3
Si 2.76926 0.42083 -0.03023 1.5 1.3 0.9
O 1.17257 0.31122 -0.33897 0.0 -0.2 -0.8
C 0.24649 -0.55816 -0.05275 -2.9 -1.3 0.4
C -0.44981 -1.40181 0.67653 1.1 0.5 -1.3
C -1.17010 -0.81257 -0.54204 -0.3 3.4 2.7
Si -2.36981 0.76341 -0.13691 0.2 -1.8 0.5
H 2.99563 -0.13284 1.31923 -0.2 0.4 0.3
H 2.88409 1.95930 -0.22511 0.3 -1.4 0.2
H 3.84462 -0.37220 -0.70213 -0.7 0.2 -0.7
H -0.54864 -2.19563 1.38517 0.1 0.1 0.4
H -1.38271 -1.30605 -1.40534 -0.1 -1.9 -2.3
H -3.20944 1.45738 -1.16899 0.7 0.0 -0.1
H -1.20296 1.51774 0.45656 -1.0 0.4 0.1
H -3.57921 0.34936 0.76498 1.3 0.3 -0.2
```
Positions in Å, forces in eV/Å.

Summary:
E_LUMO (eV): 0.774
SMILES: [SiH3]OC1=C[C@H]1[SiH3]
HOMO-LUMO gap (eV): 9.21
Energy (hartree): -773.17905
F_max (eV/Å): 4.364
HOMO energy (eV): -8.439

***

(4)
Molecular formula: C4H15N2O
Method: DFT, the ωB97M-V functional and the def2-TZVPD basis

The geometry in XYZ format:
```
22
Properties=species:S:1:pos:R:3:forces:R:3
N -1.58063 -0.05892 1.83973 -2.2 -0.4 3.2
C -0.83314 -1.09607 1.13998 -2.3 0.1 -0.6
C -0.09967 -0.48605 -0.02293 1.0 -1.2 -0.7
N -0.12940 1.00597 0.02016 -0.7 0.2 0.4
C -0.38476 1.72967 -1.30164 1.3 -0.9 -0.3
C 1.14807 1.37276 0.61003 3.0 0.9 3.3
H -1.26365 -0.06372 2.86606 -0.4 0.4 -1.6
H -2.65559 -0.28191 1.93077 2.5 0.4 -0.5
H -1.00547 1.29386 0.64737 1.6 -1.1 -0.3
H -1.53896 -1.86498 0.84688 -0.1 -0.1 -0.7
H -0.14989 -1.62888 1.73266 1.0 -0.3 1.2
H -0.33934 -0.80025 -1.01796 -0.9 -0.2 -0.3
H 0.90666 -0.93051 0.11705 -0.2 1.3 -0.6
H -1.14562 1.09191 -1.89980 1.5 1.1 0.7
H 0.69856 1.94547 -1.72449 -2.5 -0.7 0.1
H -0.83000 2.67708 -1.01001 -0.1 0.1 -0.2
H 1.86214 1.56072 -0.17723 0.1 0.1 -0.3
H 1.70208 0.60059 1.29746 -1.7 0.6 -1.5
H 1.22450 2.21434 1.36522 -1.1 -0.3 -1.4
H 1.65069 -2.79465 -1.51442 0.5 -2.8 2.2
H 1.75819 -2.37430 -2.92479 -0.4 0.8 1.3
O 1.51411 -2.04950 -2.01334 0.0 2.0 -3.6
```
Positions in Å, forces in eV/Å.

Summary:
E_LUMO (alpha / beta) (eV): 0.516 / 0.362
Multiplicity: 2
HOMO-LUMO gap (alpha / beta) (eV): 2.84 / 10.32
Energy (hartree): -345.93057
F_max (eV/Å): 4.582
HOMO energy (alpha / beta) (eV): -2.322 / -9.962

***

(5)
Molecular formula: C3H7NO3
Method: DFT, the ωB97M-V functional and the def2-TZVPD basis

The geometry in XYZ format:
```
14
Properties=species:S:1:pos:R:3:forces:R:3
C 1.02409 -0.31139 -1.05346 0.2 -1.4 -0.6
C 0.68221 -0.52812 0.40753 -2.8 1.7 -0.1
C -0.53454 1.46767 1.17542 3.4 1.3 -2.0
H -0.87559 -0.09966 -2.16835 3.3 -4.8 2.1
H 1.80890 -1.05480 -1.27908 0.6 1.1 -0.1
H 1.26549 0.82017 -1.40102 -0.8 -2.9 0.8
H 1.23879 -0.15820 1.22417 1.7 0.0 0.3
H 0.30623 -1.51077 0.58879 0.6 -1.2 -0.2
H -1.69643 -1.38309 0.92411 -1.0 4.2 -3.2
H -1.44489 2.23850 1.06740 1.7 -2.1 0.8
N -0.57696 0.22783 0.63970 -2.3 -0.1 -0.2
O -0.08836 -1.09630 -1.71106 -2.4 6.7 -2.6
O -1.80278 -0.41644 0.24356 1.8 -3.5 4.2
O 0.69382 1.80461 1.34228 -3.7 1.0 0.8
```
Positions in Å, forces in eV/Å.

Summary:
E_LUMO (eV): 0.181
HOMO-LUMO gap (eV): 9.40
Energy (hartree): -398.75462
F_max (eV/Å): 7.532
HOMO energy (eV): -9.221

***

(6)
Molecular formula: C22H35FIN2O12
Method: DFT, the ωB97M-V functional and the def2-TZVPD basis

The geometry in XYZ format:
```
73
Properties=species:S:1:pos:R:3:forces:R:3
O -0.88104 6.13545 -5.75934 0.0 0.0 0.1
C -1.89105 6.74698 -5.95223 0.3 -0.3 -0.1
C -2.38284 7.79359 -4.96137 0.0 0.4 0.0
C -3.76433 7.55817 -4.45043 0.1 0.0 0.0
C -4.84732 8.35419 -4.82841 -0.3 0.0 -0.1
C -6.10364 8.10519 -4.34972 0.0 0.0 -0.1
C -7.29515 8.91468 -4.74691 0.1 0.0 -0.1
C -8.17843 8.21327 -5.78364 0.2 0.1 -0.1
F -9.06132 7.35542 -5.17833 -0.1 -0.1 0.0
C -6.20847 7.01460 -3.44212 0.0 0.0 -0.1
O -7.39787 6.71895 -2.94774 -0.3 0.5 0.3
N -5.19306 6.28567 -3.07963 0.5 0.0 0.1
N -3.99472 6.57041 -3.59729 -0.3 0.0 0.3
C -2.96369 5.63572 -3.15747 -0.2 -0.1 0.3
C -2.83876 4.37316 -4.01094 0.6 -0.7 -0.1
O -2.00579 3.56432 -3.78045 -0.5 0.6 -0.1
I -4.26704 4.07354 -5.59630 0.0 0.0 0.1
H -2.48982 6.58132 -6.86064 -0.1 0.1 0.0
H -1.66492 7.86677 -4.14607 0.1 -0.1 0.0
H -2.37251 8.75778 -5.47177 -0.1 0.0 -0.1
H -4.67788 9.17232 -5.51308 0.1 0.1 0.0
H -6.94143 9.84352 -5.19220 0.0 0.1 0.0
H -7.89041 9.16770 -3.87093 -0.1 0.0 0.0
H -8.72596 8.96054 -6.35470 -0.2 0.0 0.1
H -7.56724 7.63957 -6.48351 0.0 -0.1 0.0
H -7.33445 6.43291 -2.02546 0.0 -0.4 -0.1
H -2.00030 6.12515 -3.05780 0.1 -0.1 -0.2
H -3.27103 5.29061 -2.17215 0.0 0.0 0.0
C 1.00916 3.47352 -2.03543 0.1 -0.1 0.1
C 0.68471 2.19039 -2.77215 -0.2 0.2 -0.1
O 1.67732 1.18486 -2.53578 0.0 0.0 0.0
C 1.56248 0.54459 -1.36921 0.0 0.0 0.0
O 0.70463 0.73411 -0.54485 0.0 0.0 0.0
O 2.55377 -0.33309 -1.27949 0.0 0.0 0.0
C 2.58602 -1.07982 -0.05730 0.1 -0.1 0.1
H 2.01287 3.81427 -2.29049 0.0 0.0 -0.1
H 0.29533 4.25173 -2.30898 0.0 0.0 0.0
H 0.96482 3.32370 -0.95743 0.0 0.0 0.0
H 0.69616 2.35256 -3.84822 0.1 -0.1 0.0
H -0.29748 1.80899 -2.49852 0.0 0.0 0.1
H 1.62772 -1.55474 0.13613 0.0 0.1 0.0
H 2.85342 -0.42765 0.77251 -0.1 0.0 0.0
H 3.34737 -1.84309 -0.18273 0.0 0.0 -0.1
C 3.96462 -7.82044 2.80338 0.0 0.2 0.1
C 3.72622 -7.08441 1.50464 0.0 -0.3 -0.1
O 3.50802 -5.67675 1.71848 0.0 0.0 0.0
C 4.60579 -4.95409 1.91310 -0.1 0.0 0.0
O 5.74047 -5.35174 1.89459 0.0 0.0 0.0
O 4.23409 -3.68572 2.12328 0.0 0.1 0.0
C 5.32413 -2.80203 2.40027 0.0 0.2 0.0
H 3.15212 -7.63628 3.50640 0.0 -0.1 0.0
H 4.02859 -8.89288 2.62144 0.0 0.0 0.0
H 4.89352 -7.49659 3.27062 0.0 0.0 0.0
H 2.81496 -7.43282 1.02272 0.0 0.1 0.0
H 4.55211 -7.22057 0.80755 0.1 0.1 0.0
H 6.09342 -2.87882 1.63526 0.0 -0.1 0.0
H 5.75294 -3.02174 3.37627 0.0 0.0 0.0
H 4.91187 -1.79687 2.40033 -0.1 0.0 0.0
C 2.81755 -6.70786 8.51031 -0.1 -0.1 0.0
C 3.97831 -7.67653 8.56354 0.1 0.2 0.0
O 3.53141 -9.03959 8.65266 0.0 0.0 0.0
C 3.13981 -9.58723 7.50503 0.0 0.0 0.0
O 3.15208 -9.05752 6.42327 0.0 0.0 -0.1
O 2.73699 -10.83177 7.75500 0.0 0.0 0.0
C 2.25308 -11.54126 6.61134 0.0 -0.1 0.0
H 2.15149 -6.86674 9.35883 0.0 0.0 0.0
H 3.18566 -5.68238 8.54188 0.0 0.0 0.0
H 2.24270 -6.84014 7.59474 0.0 0.0 0.0
H 4.57078 -7.52241 9.46294 0.0 -0.1 0.0
H 4.63270 -7.56470 7.69993 -0.1 0.0 -0.1
H 2.98201 -11.51755 5.80467 0.0 0.0 0.0
H 1.31229 -11.11234 6.27034 0.0 0.0 0.0
H 2.09578 -12.56311 6.94184 0.0 0.0 0.0
```
Positions in Å, forces in eV/Å.

Summary:
Charge: +1
E_LUMO (eV): -5.098
HOMO-LUMO gap (eV): 6.51
Energy (hartree): -2269.00457
F_max (eV/Å): 0.879
HOMO energy (eV): -11.613